A cluster of 2 separate species, C2H5NS in total at a distorted geometry, computed with ωB97M-V with the def2-TZVPD basis set.

Values from the calculation:
- Net charge: 0
- E_LUMO: 0.78 eV
- Electronic energy: -532.078979 Eh
- HOMO: -0.3465 Eh
- Orbital gap: 10.20 eV
- Energy relative to the best compared isomer or geometry (same formula, charge and spin): 167.0 kJ/mol

Last column: natural (NBO) charge in e.
Cartesian coordinates (Å):
C1 -1.76146 -3.83699 -2.52309  0.2884
C2 -0.43464 1.62221 0.64455  -0.7266
N1 -0.91835 -3.03727 -2.48645  -0.7432
S1 -0.21833 -0.07786 0.02350  -0.0887
H1 -1.52487 -0.53201 0.23837  0.1376
H2 -0.20159 2.32609 -0.14205  0.2226
H3 0.26011 1.71332 1.57097  0.2276
H4 -1.49336 1.64502 0.89923  0.2307
H5 -0.43225 -2.15762 -2.44631  0.4515